(1)
Formula: C51H135N9O21S12
Source: the OMol25 dataset
Level of theory: the ωB97M-V functional and the def2-TZVPD basis

Structure (XYZ):
```
228
Properties=species:S:1:pos:R:3
H 6.10045 -4.20691 2.88911
H 7.12064 -0.39719 -4.06490
O 0.12146 -0.59484 -5.33824
H -2.57671 -6.19771 1.31279
S 1.62678 -1.36439 7.15038
C 1.96496 4.16944 -2.16784
C -1.66474 6.11256 -1.52535
H 3.17122 -0.61471 1.74717
H 2.09515 -0.79033 -3.72793
H -2.08324 -3.11171 4.66144
O 2.70055 -2.34179 6.83893
H -5.92175 1.73302 0.37537
H 3.91627 4.12588 -2.90731
C 3.87266 -0.41879 0.93812
N -4.31640 1.51867 -2.33581
C 3.96474 -3.84713 -5.53746
H -2.45145 1.07058 6.39947
H -0.31738 2.11490 -5.59164
H -3.26200 -0.43979 0.34234
C -2.09627 0.05895 6.55785
H 1.16941 5.48872 1.65270
H -5.81366 0.05439 2.40461
H -6.69818 0.25974 3.87699
H -8.10750 -2.65692 -0.71934
H 6.04412 4.43964 -1.42779
H 3.38486 1.42581 -6.65748
C -1.42770 -3.10112 -2.94516
H -5.54139 3.13361 1.43674
S 1.38311 -4.54902 2.13403
H 3.51756 1.22119 3.81084
C 5.52748 -3.45685 3.37356
N 3.51736 -1.35049 -0.13614
H -4.52439 5.42752 1.63945
H -2.55832 5.14904 3.58621
C 0.97167 9.32291 2.11430
C 1.95794 -0.82577 8.86893
H -5.51702 -3.91418 -1.22687
H 1.88546 -2.97784 -5.36630
H 2.52658 -0.08271 -6.24618
S -5.93494 -1.83738 -0.22767
C -4.00733 -4.06228 2.05805
H 2.72877 -2.59502 -6.83368
H -4.16588 -5.02597 -4.56696
H -6.05780 1.16836 -5.02733
C 7.26925 0.67415 -3.85231
C -2.28457 -0.62892 -0.01497
H -1.72154 1.35264 0.57811
C 4.06939 3.66761 -0.97073
H -1.56024 1.63266 -6.61823
H -2.27127 5.26666 -1.82798
O -3.79311 -3.99708 0.85495
S -1.19107 0.00606 -4.78215
O 5.60292 -2.06185 -0.43432
H -3.01209 -7.77662 -4.26766
H -6.85271 3.20829 0.21824
H 7.42953 -0.81688 -1.28846
C -2.72830 3.25669 2.78390
H -2.25445 7.01340 -1.25986
H -0.62153 -0.25443 -2.49777
H -1.30055 -2.73322 -3.97650
H -3.54559 2.11010 -0.53714
C 4.41734 -2.10380 -0.77066
C 0.68276 1.41238 0.84490
H 0.03475 1.26031 -3.02911
H -5.48707 1.48384 3.43869
C -0.10773 0.25817 0.29090
C -3.72270 2.56597 -1.53817
O 3.45729 3.40571 0.07778
O 5.04530 -3.81470 -6.07125
O 4.04852 2.25863 -4.02076
H 2.94858 0.47244 6.53045
H -0.98854 0.10425 6.62681
C 1.06373 -2.87492 2.86513
O 7.30311 -2.83867 5.30744
C 2.34304 3.03669 3.49660
C -7.58205 -1.72875 -0.95781
C -6.34229 2.57601 0.93460
O -0.03764 7.91684 -2.55402
N 3.59840 -4.84973 -4.67661
H 1.10724 0.67386 6.25604
C 7.60057 0.25473 -1.13126
H -1.58315 7.37162 -5.00884
H 1.74551 10.30983 -0.54467
H 1.47546 3.24537 -1.84951
C 0.92346 4.74223 2.36405
H 3.19780 -1.80321 -5.38246
H -2.76836 2.89160 -1.92190
H -0.37908 -5.76147 -0.64798
H -0.02630 -2.78584 3.04481
N -1.42697 0.43350 0.31458
H 2.89693 -2.61871 -2.18178
S -7.53904 1.86034 2.10792
H -2.98051 4.83493 0.83012
H 3.79786 -3.93243 -1.58969
H -2.78996 -6.92813 2.89325
H 2.01448 9.10248 2.26956
H 4.60824 -2.95635 -2.78856
H 1.69832 4.38514 -3.21149
H 0.08407 4.17310 1.92557
H 4.37273 -6.32501 -3.32816
H -3.03722 2.18092 4.58273
C 0.75856 -5.52372 3.56836
H -4.16542 -6.86330 1.67080
O -3.07188 2.62247 1.81281
N -2.92552 4.59569 2.81520
H -1.75961 1.02404 -2.73674
C 3.35480 0.56439 -5.99621
H 3.94907 2.13214 2.35701
H 2.72355 -4.72061 -4.17052
C -4.69650 1.70516 -3.59155
H 1.66803 -2.82541 3.79156
H -1.98798 -1.58525 0.41048
H -2.41754 -0.37575 7.53664
H 7.73360 1.08497 -4.77463
H 4.99979 -3.74700 4.26954
S -2.82243 -0.87174 5.15687
H 8.24550 0.43818 -0.26592
H -2.78890 7.50573 -3.63224
C -5.58625 0.65862 -4.20128
C -1.33790 1.71310 -5.55797
C 2.88139 -2.77920 -5.74859
H -4.84629 0.82296 -1.83380
H -2.91696 6.30710 1.75567
H -2.32133 -0.75571 -1.11551
H -5.13036 -0.22740 -4.59123
H 5.95040 3.07855 -0.25961
H 2.99744 -0.53252 9.05602
S -0.60215 -4.75751 -2.86290
H -4.02838 -3.10519 -1.03128
O 0.36780 -0.78806 -0.12935
H -5.77616 -3.00185 2.58284
H 6.40576 1.25079 -3.52944
C -3.43891 5.34652 1.67753
H 1.24268 -6.49216 3.51444
H 4.74474 -6.47408 -5.07266
C 5.53897 3.49580 -1.17178
N 3.41931 4.19434 -2.01521
H -4.18798 3.54682 -1.39182
H -7.57215 -1.55151 -2.02372
H 4.80964 -2.99604 2.64337
S 0.37796 8.71600 0.53234
O -4.20976 -1.21832 5.54330
O 2.85193 -4.64268 2.06746
H 1.71488 -1.60618 9.58667
H 0.73331 10.40219 2.03328
H -0.90353 -2.47372 -2.25665
N 2.06654 3.87127 2.46066
H -3.84740 -5.23761 3.73869
H -2.50750 -3.14225 -2.77614
O -3.85277 -5.61763 -2.23003
H 2.53971 -1.47438 -0.37005
H 2.52227 3.68623 1.55908
S 2.84205 1.47333 -4.51780
C -3.08971 -7.86793 -1.78547
H -0.31667 -5.69763 3.51043
H 1.40726 -2.15487 2.11051
H -4.52983 -3.05553 3.88956
N -3.44820 -6.92594 -3.98633
C -0.88633 -4.87983 -1.03435
H -1.86942 3.36073 4.73618
H 0.66927 5.08818 3.37295
H 2.61895 8.67527 -0.19407
C -1.77451 -2.33520 5.34189
H -4.17064 -6.30921 -5.83051
H 5.54756 -5.16926 -4.06855
C 1.71939 9.20623 -0.54623
H 1.00523 -5.01652 4.48791
C 3.94953 -2.90756 -1.94515
H -2.79441 -8.65728 -2.45746
C -4.69168 -2.97131 2.80993
H 4.88735 -0.64139 1.31535
H -1.70914 -2.61991 6.37954
C -3.27970 -6.34307 2.11512
H 1.66919 1.34712 0.38954
H -1.49491 1.90952 3.71970
O 1.57848 2.95673 4.48087
H 4.26806 0.02358 -5.84205
H -4.37212 -1.95941 2.53897
C -2.03655 6.88133 -4.12148
H -6.38981 0.38625 -3.49514
H 1.33272 0.05093 9.13451
H -2.11037 -7.63009 -1.28864
O -4.21224 2.61028 -4.20156
H 0.30570 2.40165 0.65125
H -5.09006 -2.58118 -2.38818
H 4.64008 -1.55213 5.29171
H -0.91138 5.82805 -0.76499
N -3.68091 -5.14343 2.74132
H -2.61971 -5.55644 -5.34767
C -2.24318 2.61525 4.00949
C 2.01180 0.07213 6.12893
C 4.65441 -5.80534 -4.24393
H 3.85937 0.61979 0.60048
O -5.35705 -0.48190 -0.39650
H 0.87821 1.24992 1.93040
H 0.28922 8.96460 2.88932
H -8.07224 -0.86421 -0.44881
C -3.60701 -5.86734 -5.02467
H 2.11769 0.43761 -2.45999
C -0.82111 0.59057 -3.12253
H 1.47292 4.93716 -1.53358
C 3.65677 2.23383 3.38510
C 5.35162 -1.04574 4.64254
O 0.43245 7.17699 0.59001
H 3.68041 -0.22306 -3.21872
H 5.71657 2.84690 -2.05277
S -0.63373 6.59487 -2.99416
H -2.41728 5.87577 -4.28817
H 5.71033 -0.16270 5.20112
H -3.77096 -8.24562 -1.01391
C -5.05430 -2.93659 -1.36287
S 8.53297 0.96678 -2.53288
H -1.95080 -4.93681 -0.85239
S 6.67343 -2.18842 4.04930
C -3.46582 -6.68660 -2.66663
C -6.25444 0.80388 3.01950
H -0.42677 -3.95803 -0.64771
O 8.51168 2.48744 -2.29066
C 2.64908 0.07313 -3.33968
O 0.84101 -4.51366 -3.11652
H 6.69867 0.83110 -1.09840
H 4.32860 2.81333 3.99508
H 2.04125 -0.35731 5.13852
O -8.43518 0.94098 1.30049
H 1.42414 8.75479 -1.48788
H -0.77353 -1.95026 5.10821
H -2.07118 2.38034 -5.04212
H 4.83726 -0.68641 3.74525
```

For the frontier orbital gap, the calculation gives 8.16 eV. Its HOMO energy is -0.300 Eh. Its energy above the lowest of the compared OMol25 structures with the same formula, charge and spin is 0.0 kcal/mol. Its spin multiplicity is 1. The value obtained for the LUMO energy is 0.0 eV.



(2)
Formula: C51H29Cl3FeI4N5Si
Source: the OMol25 dataset
Level of theory: the ωB97M-V functional and the def2-TZVPD basis

Structure (XYZ):
```
94
Properties=species:S:1:pos:R:3
Si 0.32364 -2.99884 0.26648
C -4.09859 -1.44117 0.81786
Fe -0.01912 -0.70043 0.09649
C 2.82281 -0.57940 -0.90863
H 2.11144 6.10206 -1.52272
C 2.48407 -1.03640 -2.16223
C -4.74912 -0.13133 -5.08642
C -4.14171 -1.26005 -0.52683
C 1.14390 -1.11963 -2.61652
H 6.22299 -0.20837 -4.83947
C 5.49245 -0.92149 -4.48234
C -1.01222 -0.91399 2.93218
C -2.35569 -1.00667 -2.28303
C -4.52794 -3.74813 4.36946
C 2.57522 0.37902 1.04664
H 1.53761 7.36395 0.52418
C 4.57799 -3.15058 -4.47207
H 1.44471 -1.45297 -4.82152
C 5.52337 -2.23750 -4.91410
C 3.50814 4.62557 3.70674
C -3.98510 -2.35504 -3.60736
C 1.18344 6.34886 0.39801
H -3.30402 -3.81094 2.61262
H 4.60585 -4.17835 -4.80747
N -0.07071 -0.40849 2.06755
H 4.77057 0.83737 1.34895
H -5.04749 0.73504 -5.66070
H -4.92409 -1.61546 1.48879
C 3.59841 -2.73833 -3.58181
I -6.25758 -3.78180 6.85151
N -0.28280 1.24173 -0.05626
H 2.87058 -3.45016 -3.21234
H -3.32017 -0.10664 4.73959
I 4.10830 6.52544 4.32412
I -6.76940 -1.55579 -6.82472
C -0.52840 -0.77580 4.28635
C 3.70838 4.22764 2.39800
N -1.95364 -1.06655 0.12557
Cl 2.24606 -3.86450 -0.13100
C -3.19523 -1.89479 3.56273
C 2.60196 2.08425 2.84007
C 2.03278 0.83392 2.26053
C -4.94632 -2.48593 -4.59826
C 3.54901 -1.42139 -3.12434
C 0.41819 5.75733 1.39395
H -0.60440 3.96997 2.02026
H -4.84738 -1.06198 6.41468
C -5.32172 -1.36885 -5.33033
C 4.50310 -0.52277 -3.59400
C 4.15548 -0.20826 -0.45685
H -0.98117 -1.18548 5.17411
C 1.07043 4.33635 -0.91245
C -2.78342 -1.05888 -0.95403
H -1.22330 -1.27548 -4.91619
C 2.85126 3.78003 4.58526
C 3.24563 2.99161 1.97921
Cl -0.14665 -4.08258 2.05677
C 0.76347 -1.29455 -4.00131
H 3.34708 2.74775 0.93277
H -5.39512 -3.44933 -4.79804
C 0.61719 -0.06886 4.21688
H -5.00789 -1.26769 -1.16854
H -4.86583 -4.76975 4.26184
H 1.88516 1.93674 4.87012
H -3.67373 -3.21657 -3.02870
H 4.45930 0.51314 -3.28146
C -2.25242 -1.36629 2.54413
C 0.30052 3.75004 0.08899
H 0.18478 6.30429 2.29777
H 5.08211 -0.41557 -0.96583
H 1.27816 0.13310 5.03873
C -3.65654 -3.20509 3.43774
C 3.99934 0.43364 0.71366
C -0.02848 4.45547 1.24377
C -3.78618 -0.01693 -4.09198
C -3.63699 -1.13769 4.64446
N 0.05092 -0.92497 -1.86019
H 4.18719 4.88815 1.68754
C -4.94708 -2.97429 5.44075
C -0.58507 -1.19606 -4.05091
Cl -0.87344 -4.11075 -1.14146
C -4.50923 -1.66744 5.58485
N 1.91856 -0.28674 0.07732
I 7.00925 -2.84891 -6.24797
C -2.71689 -1.31813 1.20747
C 1.50815 5.64080 -0.75190
C -0.08560 2.36995 -0.02915
H -3.32945 0.94483 -3.89299
C -3.39707 -1.12112 -3.34429
H 1.32801 3.76340 -1.79323
C 2.40847 2.53964 4.15502
C -1.03236 -0.99075 -2.69447
H 2.67512 4.08317 5.60885
C 0.88617 0.18449 2.80507
```

For the frontier orbital gap, the calculation gives 5.31 eV. Its total charge is -1. Its HOMO energy is -0.152 Eh. Its spin multiplicity is 1. The value obtained for the LUMO energy is 1.2 eV.



(3)
Formula: C51H32N5O4Pd
Source: the OMol25 dataset
Level of theory: the ωB97M-V functional and the def2-TZVPD basis

Structure (XYZ):
```
93
Properties=species:S:1:pos:R:3
C -0.46720 -0.54909 6.52039
C -4.97300 4.20999 -2.89170
C -1.00316 -2.76966 -0.96106
C 2.88439 1.11965 -0.40415
C -0.60677 4.28242 -0.46898
H -3.07659 -3.67186 -3.01637
C -4.04309 3.29068 -2.44191
C -5.13202 -4.75041 0.06226
H 4.15982 2.95811 -2.23104
H 6.23758 6.22213 -0.40427
C 4.68088 5.32496 0.76767
C 4.40564 -4.47569 -3.49169
C 5.28438 4.60821 -1.44531
H 4.62334 -3.54394 0.25124
H 1.39146 5.09077 -0.15700
H -5.47766 4.04258 -3.83376
H -3.92543 -3.36228 1.16764
H -4.83528 6.41464 -0.33154
H 5.09262 1.36771 -0.17334
H 5.14747 -1.25758 -0.62061
C -4.66699 -4.91719 -2.28809
N -1.94671 0.06328 -0.73844
O -1.45567 -1.51966 8.35877
C 1.12091 2.87017 -0.24393
C -3.39312 -3.40419 -0.91114
H 2.67300 -3.21304 -3.54672
C 0.65089 0.46930 4.67531
C 2.51153 -2.33363 -1.08697
C 2.92584 -1.03635 -0.72894
C 5.41879 -5.00072 -2.70153
H -1.75866 -1.65513 3.60500
C 4.31783 3.61925 -1.38819
C 0.75886 -4.09919 -1.35206
H 6.27694 -5.07411 -0.73878
H 3.07866 4.23805 1.70221
C 3.50789 3.48786 -0.25701
H 5.89343 4.71086 -2.33344
C 0.01876 -0.09449 2.32120
H -2.03805 -1.92652 6.08348
H -1.22472 5.15574 -0.57058
C -3.37193 3.48920 -1.22747
O 0.10277 -0.06794 8.69579
N -0.61854 -0.72751 7.97280
C -4.12924 0.72168 -0.79996
C -1.05203 2.91762 -0.54529
H 4.34915 -4.71862 -4.54440
C 3.53563 -3.28020 -1.58211
C -4.12212 -0.63726 -0.75630
H -5.69628 -5.06446 0.93013
C 0.72542 4.25266 -0.26151
C -3.67237 4.62669 -0.47510
H 1.39906 1.13436 4.26979
C 4.56438 -3.79621 -0.80060
C 3.46080 -3.63285 -2.93354
H -1.24903 -4.96357 -1.30686
N 0.08826 -1.96174 -0.89120
C 4.28050 -0.62176 -0.57724
Pd 0.05924 0.03330 -0.47513
H -4.87505 -5.34703 -3.25893
C -5.25851 5.33860 -2.13584
H 4.83160 5.97597 1.61833
H -6.20120 -6.03071 -1.28848
H -3.80118 2.42968 -3.05052
O -0.78453 -0.72759 1.56702
C 2.45393 2.44902 -0.26353
C -3.65517 -3.98150 -2.15418
C -4.13612 -3.79496 0.19714
N 0.02011 2.08374 -0.39773
C -2.35712 2.50225 -0.82215
C -4.60839 5.54023 -0.92668
O 0.92832 0.63335 1.88644
C -1.13729 -1.11317 4.30246
H -4.97170 -1.29900 -0.74926
C 3.69381 4.35415 0.81785
C 0.49688 0.32317 6.04259
H 6.14866 -5.67397 -3.13055
C -0.16312 -0.25139 3.80941
C -2.76306 1.14205 -0.79894
C -2.33512 -2.36907 -0.81950
H 1.11221 0.87316 6.73914
C -1.29172 -1.26558 5.66849
C -0.58626 -4.11899 -1.22819
C -2.75708 -1.03834 -0.72557
H 1.42207 -4.92452 -1.54818
N 2.08812 0.03153 -0.60554
C 4.25452 0.71977 -0.36145
C 5.49086 -4.66328 -1.35819
C 5.47259 5.45836 -0.36410
C 1.17818 -2.74230 -1.12936
H -4.98405 1.37465 -0.81565
H -3.21333 4.76464 0.49520
C -5.40925 -5.30202 -1.17982
H -5.99304 6.05407 -2.48015
```

For the frontier orbital gap (spin up / spin down), the calculation gives 4.40 / 4.40 eV. Its total charge is +1. Its HOMO energy (spin up / spin down) is -0.382 / -0.382 Eh. Its spin multiplicity is 1. The value obtained for the LUMO energy (spin up / spin down) is -6.0 / -6.0 eV.